Below is a structure of composition C18H28N5O10P2RbS3, with properties calculated with the ωB97M-V functional and the def2-TZVPD basis.

CARTESIAN COORDINATES (ANGSTROEM)
Rb: -1.623 -1.097 -1.140
N: 0.430 0.605 -3.832
C: 1.591 0.881 -3.147
C: 2.867 0.330 -3.222
C: 3.804 0.824 -2.333
C: 3.480 1.821 -1.395
C: 2.207 2.353 -1.310
C: 1.254 1.870 -2.208
N: -0.092 2.170 -2.310
C: -0.530 1.384 -3.262
C: -1.941 1.205 -3.632
C: -2.413 0.915 -4.873
S: -4.076 0.540 -4.775
C: -4.030 0.792 -3.074
N: -2.871 1.151 -2.622
H: 0.181 -0.319 -4.262
H: 3.094 -0.464 -3.921
H: 4.810 0.422 -2.347
H: 4.246 2.167 -0.710
H: 1.931 3.084 -0.558
H: -1.856 0.852 -5.792
H: -4.875 0.588 -2.430
O: -3.847 -3.155 0.190
P: -4.962 -1.987 0.325
O: -6.319 -2.555 0.254
O: -4.556 -0.844 -0.592
O: -4.646 -1.452 1.851
P: -3.249 -0.684 2.181
O: -3.428 0.643 1.261
O: -3.153 -0.298 3.603
O: -2.150 -1.537 1.571
H: -3.077 -2.855 0.725
H: -3.904 0.331 0.440
O: 1.612 -2.621 -5.420
S: 0.323 -2.971 -4.771
N: -0.604 -1.932 -4.305
C: -0.942 2.506 2.929
C: -0.479 2.903 1.545
N: -1.213 2.424 0.532
O: 0.523 3.605 1.385
H: -1.973 2.155 2.958
H: -0.797 3.348 3.604
H: -0.316 1.680 3.272
H: -2.027 1.850 0.727
H: -0.922 2.585 -0.428
C: 3.243 1.978 2.533
C: 3.201 0.499 2.902
C: 2.804 -0.391 1.725
S: 1.005 -0.467 1.491
O: 0.821 -1.146 0.166
C: 0.606 -1.678 2.798
C: 0.551 -3.112 2.294
C: 1.888 -3.714 1.880
H: 3.500 2.592 3.399
H: 2.286 2.336 2.149
H: 3.994 2.153 1.759
H: 2.507 0.347 3.736
H: 4.180 0.177 3.268
H: 3.174 -1.411 1.818
H: 3.162 0.023 0.780
H: -0.380 -1.384 3.156
H: 1.345 -1.544 3.593
H: -0.153 -3.142 1.464
H: 0.100 -3.708 3.093
H: 2.275 -3.221 0.989
H: 1.776 -4.775 1.648
H: 2.632 -3.626 2.679

Results
Relative energy (zero: lowest compared OMol25 entry of this formula, charge and spin): 0.00 kcal per mole
E_HOMO: -3.700 eV
Frontier orbital gap: 7.6 eV
E: -98797.996 eV
Largest force on an atom: 0.25 eV/A
Charge: -2

Need the Mulliken charges? In units of e they are: atom 1 (Rb): 0.865, atom 2 (N): 0.114, atom 3 (C): 0.427, atom 4 (C): -0.962, atom 5 (C): -0.307, atom 6 (C): -0.527, atom 7 (C): -0.523, atom 8 (C): 0.718, atom 9 (N): -0.712, atom 10 (C): 0.139, atom 11 (C): -0.201, atom 12 (C): -0.312, atom 13 (S): -0.248, atom 14 (C): -0.256, atom 15 (N): -0.260, atom 16 (H): 0.207, atom 17 (H): 0.460, atom 18 (H): 0.393, atom 19 (H): 0.375, atom 20 (H): 0.357, atom 21 (H): 0.462, atom 22 (H): 0.512, atom 23 (O): -0.502, atom 24 (P): 0.729, atom 25 (O): -0.791, atom 26 (O): -0.468, atom 27 (O): -0.452, atom 28 (P): 0.756, atom 29 (O): -0.535, atom 30 (O): -0.808, atom 31 (O): -0.668, atom 32 (H): 0.426, atom 33 (H): 0.326, atom 34 (O): -0.606, atom 35 (S): 0.083, atom 36 (N): -0.422, atom 37 (C): -0.897, atom 38 (C): 0.795, atom 39 (N): 0.015, atom 40 (O): -0.746, atom 41 (H): 0.319, atom 42 (H): 0.382, atom 43 (H): 0.027, atom 44 (H): 0.196, atom 45 (H): 0.182, atom 46 (C): -0.962, atom 47 (C): -0.454, atom 48 (C): -0.584, atom 49 (S): 1.081, atom 50 (O): -0.893, atom 51 (C): -1.130, atom 52 (C): -0.076, atom 53 (C): -1.379, atom 54 (H): 0.398, atom 55 (H): 0.154, atom 56 (H): 0.197, atom 57 (H): 0.213, atom 58 (H): 0.418, atom 59 (H): 0.466, atom 60 (H): -0.020, atom 61 (H): 0.221, atom 62 (H): 0.682, atom 63 (H): 0.058, atom 64 (H): 0.594, atom 65 (H): 0.261, atom 66 (H): 0.411, atom 67 (H): 0.288